# 1
{
  "formula": "C11H44N22O11",
  "method": "ωB97M-V with the def2-TZVPD basis set",
  "symbols": ["N", "C", "N", "O", "H", "H", "H", "H", "N", "C", "N", "O", "H", "H", "H", "H", "N", "C", "N", "O", "H", "H", "H", "H", "N", "C", "N", "O", "H", "H", "H", "H", "N", "C", "N", "O", "H", "H", "H", "H", "N", "C", "N", "O", "H", "H", "H", "H", "N", "C", "N", "O", "H", "H", "H", "H", "N", "C", "N", "O", "H", "H", "H", "H", "N", "C", "N", "O", "H", "H", "H", "H", "N", "C", "N", "O", "H", "H", "H", "H", "N", "C", "N", "O", "H", "H", "H", "H"],
  "positions_angstrom": [[-1.12, 1.21, 1.06], [-0.55, 1.14, -0.18], [-0.44, -0.15, -0.64], [-0.22, 2.16, -0.79], [-1.40, 2.13, 1.34], [-1.55, 0.37, 1.44], [-0.05, -0.28, -1.56], [-0.49, -0.90, 0.04], [0.51, -2.03, 3.43], [1.49, -2.65, 2.71], [1.91, -3.83, 3.26], [2.03, -2.11, 1.76], [0.19, -2.27, 4.35], [0.14, -1.22, 2.95], [2.59, -4.44, 2.85], [1.52, -4.12, 4.14], [-4.20, 3.37, 1.79], [-4.36, 2.77, 3.00], [-3.92, 3.52, 4.07], [-4.80, 1.64, 3.12], [-4.25, 2.84, 0.94], [-3.80, 4.29, 1.70], [-3.69, 4.48, 3.89], [-3.84, 3.05, 4.95], [3.55, -2.46, -2.69], [2.62, -1.55, -2.30], [2.56, -1.26, -0.97], [2.03, -0.87, -3.15], [4.21, -2.95, -2.12], [3.54, -2.60, -3.68], [2.74, -2.05, -0.37], [1.85, -0.57, -0.82], [-1.09, 4.65, 0.62], [-0.07, 5.46, 0.18], [0.72, 4.89, -0.75], [0.10, 6.58, 0.64], [-1.38, 3.87, 0.06], [-1.71, 5.10, 1.26], [0.67, 3.96, -1.13], [1.41, 5.53, -1.12], [0.49, -2.77, -4.33], [-0.64, -2.86, -5.07], [-0.69, -3.88, -5.97], [-1.53, -2.03, -4.92], [1.29, -3.34, -4.53], [0.52, -2.00, -3.67], [-1.31, -3.89, -6.76], [-0.17, -4.73, -5.83], [2.65, 1.91, -2.38], [3.92, 2.22, -2.79], [4.81, 1.20, -2.72], [4.22, 3.35, -3.15], [2.37, 1.03, -2.03], [2.00, 2.63, -2.66], [4.60, 0.25, -2.49], [5.77, 1.42, -2.94], [-0.61, 1.02, -3.51], [-0.20, 2.05, -4.31], [0.66, 1.65, -5.31], [-0.61, 3.20, -4.22], [-1.05, 1.33, -2.67], [-0.24, 0.11, -3.73], [0.92, 0.69, -5.36], [0.99, 2.26, -6.04], [-0.68, 2.18, 4.11], [-0.18, 1.60, 5.26], [-1.04, 1.62, 6.33], [0.84, 0.94, 5.27], [-0.09, 2.28, 3.30], [-1.46, 2.80, 4.25], [-0.89, 0.95, 7.07], [-1.80, 2.25, 6.48], [-2.45, -0.54, 4.28], [-3.00, -1.23, 3.23], [-3.60, -2.41, 3.55], [-2.78, -0.94, 2.06], [-2.95, -0.65, 5.15], [-2.03, 0.36, 4.09], [-3.90, -2.70, 4.46], [-3.97, -2.85, 2.73], [1.42, -5.26, -1.98], [0.73, -4.49, -1.07], [0.77, -4.97, 0.21], [0.16, -3.47, -1.40], [1.47, -4.90, -2.91], [2.10, -5.93, -1.68], [0.42, -4.36, 0.93], [1.31, -5.78, 0.44]],
  "mulliken_charge": [0.479, 0.507, -0.111, -0.592, -0.011, -0.189, -0.021, 0.209, -0.179, 0.638, -0.351, -0.642, 0.156, -0.066, 0.215, 0.143, -0.399, 0.707, -0.456, -0.601, 0.211, 0.148, 0.181, 0.197, -0.316, 0.260, -0.082, -0.672, 0.174, 0.288, 0.287, -0.054, -0.100, 0.341, -0.236, -0.711, 0.170, 0.059, 0.367, 0.170, -0.007, 0.591, -0.404, -0.629, 0.238, -0.310, 0.227, 0.154, -0.158, 0.459, -0.292, -0.696, 0.447, -0.068, 0.262, 0.188, -0.175, 0.623, -0.293, -0.685, 0.110, 0.008, 0.119, 0.208, -0.265, 0.482, -0.306, -0.593, 0.103, 0.079, 0.210, 0.174, -0.120, 0.581, -0.427, -0.753, 0.232, 0.074, 0.168, 0.272, -0.359, 0.660, -0.442, -0.480, 0.198, 0.186, 0.150, 0.145],
  "homo_lumo_gap_ev": 8.6,
  "relative_energy_kcal_mol": 44.1,
  "smiles": "NC(N)=O.NC(N)=O.NC(N)=O.NC(N)=O.NC(N)=O.NC(N)=O.NC(N)=O.NC(N)=O.NC(N)=O.NC(N)=O.NC(N)=O",
  "charge": 0,
  "homo_ev": -8.8,
  "fmax_ev_per_a": 1.7
}

# 2
{
  "formula": "C11H44O11",
  "method": "ωB97M-V with the def2-TZVPD basis set",
  "symbols": ["C", "O", "H", "H", "H", "H", "C", "O", "H", "H", "H", "H", "C", "O", "H", "H", "H", "H", "C", "O", "H", "H", "H", "H", "C", "O", "H", "H", "H", "H", "C", "O", "H", "H", "H", "H", "C", "O", "H", "H", "H", "H", "C", "O", "H", "H", "H", "H", "C", "O", "H", "H", "H", "H", "C", "O", "H", "H", "H", "H", "C", "O", "H", "H", "H", "H"],
  "positions_angstrom": [[-3.72, -0.83, -2.21], [-4.05, 0.13, -1.27], [-3.48, -1.82, -1.75], [-4.71, -0.94, -2.77], [-3.00, -0.41, -2.89], [-3.28, 0.74, -1.23], [3.77, 0.02, -1.53], [2.68, -0.93, -1.67], [4.58, -0.16, -2.26], [3.41, 1.00, -1.66], [4.13, -0.16, -0.53], [2.18, -1.02, -0.82], [2.93, 4.11, -0.09], [2.56, 2.75, -0.18], [3.45, 4.21, 0.85], [3.66, 4.32, -0.87], [2.06, 4.77, -0.04], [1.97, 2.63, -0.95], [2.75, 0.54, 2.76], [2.95, 0.06, 1.40], [1.70, 0.48, 2.96], [3.28, -0.24, 3.35], [3.23, 1.46, 2.87], [2.45, 0.66, 0.87], [-2.59, -0.13, 4.61], [-2.04, -0.85, 3.57], [-3.63, 0.27, 4.37], [-2.73, -0.54, 5.61], [-1.96, 0.78, 4.75], [-2.69, -1.09, 2.92], [0.07, 3.92, -2.93], [0.56, 2.71, -2.37], [-0.68, 4.31, -2.15], [0.84, 4.69, -3.14], [-0.38, 3.85, -3.87], [0.54, 2.05, -3.04], [1.35, -3.60, -1.11], [0.83, -2.71, -0.16], [0.86, -3.35, -2.05], [2.40, -3.51, -1.22], [1.07, -4.66, -0.90], [0.91, -3.02, 0.73], [-0.78, 0.62, -0.19], [-1.55, 1.16, -1.26], [-1.10, -0.36, 0.07], [0.28, 0.53, -0.53], [-0.81, 1.30, 0.61], [-1.04, 1.94, -1.49], [1.89, -0.28, -4.56], [1.32, 0.45, -3.49], [2.96, -0.42, -4.42], [1.40, -1.30, -4.57], [1.67, 0.24, -5.43], [1.56, -0.12, -2.72], [-5.46, -1.38, 1.45], [-4.20, -0.73, 1.78], [-5.68, -1.22, 0.39], [-5.49, -2.41, 1.71], [-6.27, -0.87, 1.93], [-3.99, -0.20, 1.02], [0.31, -3.15, 4.21], [0.13, -2.62, 2.86], [0.50, -2.26, 4.86], [-0.58, -3.68, 4.57], [1.13, -3.85, 4.24], [-0.44, -1.88, 2.99]],
  "mulliken_charge": [-0.653, -0.491, 0.203, 0.220, 0.336, 0.466, -0.636, -0.544, 0.295, 0.232, 0.421, 0.324, -0.775, -0.262, 0.257, 0.294, 0.293, 0.262, -0.612, -0.400, 0.190, 0.211, 0.302, 0.233, -0.767, -0.434, 0.238, 0.292, 0.267, 0.397, -0.801, -0.333, 0.246, 0.269, 0.372, 0.360, -0.697, -0.278, 0.215, 0.288, 0.306, 0.207, -0.397, -0.565, 0.378, -0.119, 0.375, 0.221, -0.727, -0.559, 0.249, 0.215, 0.346, 0.304, -0.659, -0.505, 0.203, 0.299, 0.292, 0.303, -0.636, -0.407, 0.217, 0.252, 0.282, 0.326],
  "homo_lumo_gap_ev": 10.5,
  "relative_energy_kcal_mol": 46.3,
  "smiles": "CO.CO.CO.CO.CO.CO.CO.CO.CO.CO.CO",
  "charge": 0,
  "homo_ev": -9.8,
  "fmax_ev_per_a": 3.3
}

# 3
{
  "formula": "C11H46BN19O10Si",
  "method": "ωB97M-V with the def2-TZVPD basis set",
  "symbols": ["C", "B", "O", "Si", "C", "N", "H", "H", "H", "H", "H", "H", "H", "H", "H", "H", "N", "C", "N", "O", "H", "H", "H", "H", "N", "C", "N", "O", "H", "H", "H", "H", "N", "C", "N", "O", "H", "H", "H", "H", "N", "C", "N", "O", "H", "H", "H", "H", "N", "C", "N", "O", "H", "H", "H", "H", "N", "C", "N", "O", "H", "H", "H", "H", "N", "C", "N", "O", "H", "H", "H", "H", "N", "C", "N", "O", "H", "H", "H", "H", "N", "C", "N", "O", "H", "H", "H", "H"],
  "positions_angstrom": [[2.26, 1.82, 0.31], [1.35, 2.98, 0.81], [1.89, 4.25, 0.79], [-0.50, 2.82, 1.56], [-1.57, 1.39, 0.89], [-2.47, 1.79, -0.22], [2.69, 1.27, 1.15], [1.74, 1.11, -0.34], [3.10, 2.23, -0.25], [1.18, 4.90, 0.61], [-0.34, 2.60, 3.03], [-1.23, 4.07, 1.28], [-2.22, 1.08, 1.70], [-1.00, 0.51, 0.60], [-1.89, 2.27, -0.90], [-3.14, 2.46, 0.14], [0.06, -1.20, -3.96], [-0.23, -0.12, -3.17], [-1.44, 0.46, -3.36], [0.57, 0.28, -2.33], [-0.56, -1.56, -4.66], [0.95, -1.63, -3.83], [-1.66, 1.25, -2.79], [-2.10, 0.15, -4.05], [1.46, -5.22, -0.86], [1.17, -4.18, -1.69], [1.23, -2.95, -1.13], [0.87, -4.34, -2.87], [1.71, -5.10, 0.11], [1.43, -6.15, -1.25], [1.03, -2.16, -1.71], [1.48, -2.79, -0.17], [-2.10, 2.88, -7.14], [-2.33, 1.55, -6.97], [-2.17, 0.76, -8.07], [-2.67, 1.08, -5.89], [-1.85, 3.30, -8.01], [-2.20, 3.45, -6.32], [-2.35, -0.22, -7.97], [-1.89, 1.11, -8.97], [-1.12, 8.54, 2.52], [-0.60, 7.29, 2.31], [0.14, 6.79, 3.33], [-0.81, 6.67, 1.27], [-0.97, 9.06, 3.36], [-1.67, 8.94, 1.79], [0.52, 5.87, 3.20], [0.31, 7.26, 4.20], [-4.19, 2.60, -3.39], [-3.86, 3.92, -3.46], [-4.47, 4.74, -2.56], [-3.06, 4.32, -4.28], [-4.84, 2.21, -2.72], [-3.76, 1.98, -4.06], [-4.23, 5.72, -2.59], [-5.13, 4.43, -1.87], [-1.63, -4.37, -4.23], [-2.73, -4.82, -4.90], [-2.71, -6.16, -5.21], [-3.66, -4.10, -5.21], [-0.85, -4.94, -3.95], [-1.62, -3.41, -3.97], [-3.50, -6.52, -5.71], [-1.96, -6.77, -4.97], [5.06, -4.79, 3.10], [4.00, -5.31, 2.39], [4.06, -6.64, 2.16], [3.08, -4.60, 2.01], [5.82, -5.36, 3.43], [5.05, -3.81, 3.28], [3.30, -7.06, 1.67], [4.80, -7.23, 2.50], [3.71, -9.59, 5.62], [4.05, -8.31, 5.29], [3.33, -7.32, 5.89], [4.95, -8.06, 4.50], [2.97, -9.82, 6.26], [4.23, -10.33, 5.19], [3.56, -6.37, 5.65], [2.59, -7.50, 6.54], [-0.45, 6.12, 8.40], [0.29, 6.06, 7.25], [1.46, 5.37, 7.34], [-0.09, 6.58, 6.21], [-0.17, 5.70, 9.26], [-1.32, 6.62, 8.36], [2.02, 5.30, 6.51], [1.79, 4.93, 8.18]],
  "mulliken_charge": [-0.830, 0.522, -0.541, 0.201, -0.629, -0.531, 0.344, 0.200, 0.253, 0.305, -0.214, -0.103, 0.363, 0.243, 0.161, 0.250, -0.349, 0.697, -0.020, -0.719, 0.140, 0.223, -0.052, 0.160, -0.334, 0.639, -0.191, -0.732, 0.161, 0.202, 0.025, 0.145, -0.338, 0.580, -0.423, -0.635, 0.156, 0.232, 0.229, 0.156, -0.439, 0.603, -0.230, -0.617, 0.156, 0.214, 0.161, 0.190, -0.276, 0.687, -0.418, -0.665, 0.166, 0.126, 0.227, 0.166, -0.171, 0.573, -0.375, -0.667, 0.197, 0.102, 0.212, 0.164, -0.406, 0.635, -0.331, -0.675, 0.187, 0.215, 0.169, 0.224, -0.405, 0.654, -0.357, -0.676, 0.158, 0.222, 0.217, 0.169, -0.416, 0.626, -0.369, -0.624, 0.158, 0.214, 0.208, 0.168],
  "homo_lumo_gap_ev": 8.5,
  "smiles": "CB(O)[SiH2]CN.NC(N)=O.NC(N)=O.NC(N)=O.NC(N)=O.NC(N)=O.NC(N)=O.NC(N)=O.NC(N)=O.NC(N)=O",
  "charge": 0,
  "homo_ev": -8.1,
  "fmax_ev_per_a": 0.9
}

# 4
{
  "formula": "C11H5Cl5IReS5",
  "method": "ωB97M-V with the def2-TZVPD basis set",
  "symbols": ["Re", "Cl", "C", "C", "C", "Cl", "C", "Cl", "C", "Cl", "C", "Cl", "C", "S", "C", "C", "S", "S", "C", "S", "S", "H", "H", "H", "I", "C", "H", "H"],
  "positions_angstrom": [[0.79, 2.08, -1.08], [-2.56, 0.78, -0.60], [-1.37, -0.21, -1.35], [-0.10, 0.30, -1.56], [0.84, -0.50, -2.19], [2.41, 0.27, -2.35], [0.59, -1.79, -2.60], [1.82, -2.72, -3.34], [-0.69, -2.30, -2.37], [-1.05, -3.90, -2.85], [-1.67, -1.52, -1.74], [-3.23, -2.16, -1.47], [2.41, -1.78, 2.30], [1.10, -1.69, 1.06], [0.07, -0.45, 1.78], [0.27, 0.88, 1.76], [1.65, 1.67, 0.99], [-0.92, 1.87, 2.56], [-2.05, 0.59, 2.92], [-3.51, 0.84, 3.56], [-1.40, -0.99, 2.54], [3.08, -2.56, 1.96], [1.99, -2.06, 3.27], [2.95, -0.84, 2.37], [1.18, 4.87, -1.40], [-0.50, 3.63, -0.81], [-1.28, 3.75, -1.56], [-0.83, 3.92, 0.18]],
  "lowdin_spin": [2.496, 0.017, 0.034, 0.008, 0.043, 0.043, -0.006, -0.005, 0.038, 0.016, -0.008, -0.005, 0.001, 0.004, -0.003, 0.046, 0.144, 0.010, 0.002, -0.001, 0.001, 0.000, 0.000, 0.001, 0.107, 0.001, 0.008, 0.010],
  "homo_lumo_gap_ev": [5.6, 5.6],
  "relative_energy_kcal_mol": 0.0,
  "charge": 1,
  "homo_ev": [-11.1, -11.1],
  "s_squared": 3.793,
  "fmax_ev_per_a": 0.2,
  "multiplicity": 4
}